A | Entry from the Open Molecules 2025 dataset: a 2-piece molecular cluster, C2H7OPS overall (ωB97M-V with the def2-TZVPD basis set).

```
! wB97M-V def2-TZVPD RIJCOSX def2/J DEFGRID3
* xyz 0 1
C 0.449 1.653 -0.535
C -1.306 -1.142 0.143
O 0.179 0.619 -1.409
P 0.273 -0.878 -0.716
S 3.842 -0.266 -0.013
H 0.592 1.306 0.469
H -0.295 2.351 -0.613
H 1.404 2.188 -0.825
H -1.122 -1.475 1.158
H -2.053 -0.256 -0.037
H -1.622 -2.013 -0.376
H -0.104 -1.276 -2.048
*
```

- Lowest unoccupied orbital energy (spin up / spin down): -2.446 / -2.437 eV
- Kohn-Sham gap (spin up / spin down): 6.41 / 6.40 eV

B | Entry from the Open Molecules 2025 dataset: C2H7OPS in the gas phase (ωB97M-V with the def2-TZVPD basis set).

```
! wB97M-V def2-TZVPD RIJCOSX def2/J DEFGRID3
* xyz 0 1
C 1.123 0.757 -0.962
C 0.029 -0.009 -0.061
S 0.153 -1.780 -0.159
O -1.226 0.538 -0.384
P -2.756 -0.102 -0.041
H 0.644 1.716 -0.924
H 2.152 0.924 -0.441
H 1.158 0.229 -1.888
H 0.301 0.249 0.874
H 0.568 -1.883 -1.430
H -3.142 -0.355 -1.312
H -2.299 -1.400 0.009
*
```

- Lowest unoccupied orbital energy: 0.839 eV
- Kohn-Sham gap: 10.12 eV

Which one sits at the top of the stability order? B does.